The following is a quantum chemistry calculation of C34H53BClI2N5O3OsS as an isolated structure, from OMol25.

Properties
* total charge: +2
* HOMO energy (alpha / beta): -10.98 / -11.28 eV
* molecular weight: 1102.20 g mol⁻¹
* DFT total energy: -92400.3035 eV
* multiplicity: 5
* E_LUMO (alpha / beta): -5.7 / -9.4 eV
* Kohn-Sham gap (alpha / beta): 5.3 / 1.9 eV
* maximum force: 0.0024 Eh/bohr
* ΔE to the lowest compared entry with this formula, charge and spin: 0.553 eV

XYZ file:
```
101
Properties=species:S:1:pos:R:3:forces:R:3
Os 1.73242 2.14426 1.21542 -0.008 -0.118 -0.043
I 0.27989 3.08088 -1.22659 -0.050 -0.016 0.030
C -1.32123 1.82885 -0.60069 0.048 0.015 0.005
I -0.69959 0.38711 0.84849 -0.073 0.005 -0.053
H -1.71589 1.30437 -1.46241 0.000 -0.006 0.007
H -2.07548 2.45286 -0.13666 0.006 -0.005 0.013
C 2.58939 0.22987 4.49285 0.004 -0.021 -0.002
C 3.19648 -1.11213 4.09969 -0.021 0.006 0.015
C 3.18383 -2.08310 5.27630 0.003 0.004 -0.011
C 2.47726 -1.71855 2.87949 -0.066 0.009 -0.016
H 3.15260 0.68772 5.30879 0.000 -0.005 0.002
H 1.55595 0.09369 4.81937 0.008 0.003 0.004
H 2.58355 0.93015 3.64834 0.006 -0.010 -0.002
H 4.23687 -0.93787 3.81103 0.043 0.013 -0.017
H 2.15935 -2.26368 5.61824 0.000 -0.004 0.008
H 3.74740 -1.68676 6.12174 -0.001 -0.003 -0.002
H 3.61622 -3.04813 5.00534 -0.005 0.003 0.002
H 3.05329 -2.56905 2.50566 -0.008 0.019 0.020
H 2.44902 -0.96790 2.08054 0.053 0.063 -0.028
C -5.25591 -3.53282 5.42086 -0.003 0.005 0.000
C -4.87145 -2.78602 4.13581 0.003 -0.001 0.004
C -5.71107 -3.31679 2.96534 0.015 0.002 -0.002
C -5.19717 -1.30432 4.32560 0.004 0.000 -0.004
C -3.38763 -3.01567 3.84366 -0.012 -0.003 -0.004
C -2.92202 -4.32124 3.64353 -0.011 0.004 -0.004
C -1.59193 -4.61906 3.37217 0.020 0.010 0.001
C -0.72336 -3.55330 3.30763 0.003 0.005 0.015
O 0.63692 -3.54323 3.05745 -0.046 0.012 0.032
B 1.01696 -2.21314 3.13135 0.075 -0.068 -0.030
O -0.08273 -1.39616 3.39835 -0.026 0.058 0.005
C -1.16169 -2.26319 3.50978 0.004 -0.028 0.009
C -2.47815 -1.95806 3.77442 -0.002 -0.007 -0.029
H -6.31231 -3.37311 5.64299 0.002 -0.002 0.002
H -4.67045 -3.17512 6.26978 -0.001 -0.001 0.000
H -5.09432 -4.60700 5.32838 -0.001 0.003 0.001
H -6.77194 -3.15841 3.16525 -0.002 0.002 0.000
H -5.55842 -4.38494 2.81021 0.001 -0.003 -0.001
H -5.45730 -2.80000 2.03766 -0.001 -0.001 0.001
H -6.26214 -1.19153 4.52952 0.001 0.000 0.001
H -4.97099 -0.72106 3.42976 -0.001 -0.001 0.004
H -4.65515 -0.87621 5.17201 -0.001 0.003 0.003
H -3.62419 -5.14185 3.70368 0.000 -0.002 -0.001
H -1.25552 -5.63614 3.22646 -0.002 0.001 0.002
H -2.78786 -0.93332 3.91558 0.002 0.011 -0.002
C 3.83913 -3.78605 -0.03158 0.026 0.034 0.001
C 5.23361 -3.19618 -0.27382 0.001 -0.029 -0.005
C 6.25284 -4.33213 -0.09411 -0.003 0.022 0.015
C 5.51405 -2.15401 0.82231 -0.028 -0.007 -0.005
C 5.38983 -2.56777 -1.70171 -0.011 -0.032 -0.023
O 6.53639 -1.73887 -1.75669 0.007 0.010 -0.020
C 5.60552 -3.59265 -2.85263 -0.023 -0.011 -0.059
C 4.47194 -4.58668 -3.23718 0.028 0.071 -0.062
C 4.78851 -6.01785 -3.00510 0.019 0.007 0.052
C 3.88611 -6.87287 -2.31757 -0.035 -0.043 -0.020
C 4.17282 -8.19087 -2.13647 -0.021 0.021 0.013
C 5.39360 -8.70887 -2.65145 0.002 -0.034 0.009
Cl 5.75443 -10.32426 -2.43356 -0.009 0.027 -0.004
C 6.30628 -7.87662 -3.35451 0.015 0.015 -0.005
C 6.00206 -6.56297 -3.52030 0.026 0.000 -0.002
C 4.23659 -1.65130 -2.15911 0.026 -0.018 0.069
N 3.97350 -0.48547 -1.33255 -0.022 0.006 -0.007
C 2.90885 -0.22564 -0.57209 0.003 -0.019 0.023
N 3.04768 0.96737 -0.01861 0.032 0.050 0.066
C 4.25036 1.40695 -0.50155 -0.008 -0.003 0.002
N 4.83270 0.55574 -1.30002 0.000 -0.013 -0.014
H 3.79641 -4.20622 0.97414 -0.002 -0.002 0.007
H 3.60833 -4.59838 -0.71931 -0.031 -0.018 -0.008
H 3.04371 -3.04150 -0.09779 0.029 -0.007 0.014
H 6.23365 -4.67864 0.93933 -0.009 0.001 0.003
H 7.27948 -4.01881 -0.30017 0.004 -0.003 -0.004
H 6.02899 -5.19429 -0.72781 0.006 -0.005 0.003
H 5.48734 -2.65091 1.79403 0.006 -0.003 -0.004
H 4.77024 -1.35958 0.84979 0.008 0.005 -0.002
H 6.49192 -1.69066 0.70746 -0.002 0.002 0.013
H 7.28877 -2.18793 -1.35530 0.006 -0.003 -0.011
H 6.51885 -4.14252 -2.62789 0.012 0.028 0.029
H 5.84054 -2.98378 -3.72458 0.007 0.010 0.010
H 4.32687 -4.50238 -4.32355 -0.038 -0.008 0.017
H 3.51705 -4.33259 -2.78365 -0.011 -0.022 -0.008
H 2.95630 -6.46484 -1.94416 -0.002 -0.006 0.008
H 3.49748 -8.85605 -1.61598 0.005 -0.002 -0.001
H 7.21742 -8.30725 -3.74651 0.001 0.001 0.001
H 6.68111 -5.91532 -4.05941 0.000 -0.008 -0.011
H 3.30223 -2.20636 -2.22616 0.001 0.008 -0.005
H 4.48579 -1.27689 -3.15164 0.030 -0.005 -0.003
H 2.07069 -0.88979 -0.44057 -0.019 0.009 -0.014
H 4.67200 2.36601 -0.25223 0.001 0.001 -0.005
C -0.97006 1.37477 5.40938 0.013 0.006 -0.009
N -0.29964 1.99605 4.27212 0.008 -0.023 0.031
C 0.52203 3.02962 4.22047 -0.052 0.023 -0.077
S 0.90821 3.74476 2.65282 0.053 -0.016 0.084
N 1.05291 3.63082 5.27384 -0.009 0.027 -0.012
C 1.05149 3.24415 6.68287 -0.003 0.001 -0.003
H -1.90342 0.95220 5.04595 0.003 -0.005 0.001
H -1.21462 2.11326 6.16534 -0.008 0.000 0.000
H -0.37700 0.57211 5.84758 0.002 0.004 0.007
H -0.51528 1.61330 3.36263 -0.002 0.011 -0.020
H 1.60959 4.43489 5.02756 0.007 0.000 0.002
H 1.15219 2.16736 6.78652 -0.004 -0.002 -0.004
H 0.15776 3.58860 7.20010 0.001 -0.002 0.005
H 1.91659 3.70888 7.14785 0.000 -0.001 0.003
```
Positions in Å, forces in eV/Å.

The following is a quantum chemistry calculation of a 2-piece molecular cluster, C4H10O4 overall at a distorted geometry, from OMol25.

Properties
* HOMO energy: -10.45 eV
* molecular weight: 122.12 g mol⁻¹
* DFT total energy: -12499.8352 eV
* multiplicity: 1
* E_LUMO: 0.6 eV
* Kohn-Sham gap: 11.0 eV
* maximum force: 0.0586 Eh/bohr
* ΔE to the lowest compared entry with this formula, charge and spin: 0.771 eV

XYZ file:
```
18
Properties=species:S:1:pos:R:3:forces:R:3
O 0.88822 0.27997 2.20137 -0.523 0.342 0.281
C -0.09006 -0.37565 1.93813 1.417 -0.638 -0.384
O -0.57079 -1.31311 2.76758 -0.958 -0.168 -0.107
C -0.61915 -0.49895 0.53889 -0.272 0.470 -0.937
C 0.34356 -1.38206 -0.26955 -0.285 -1.027 0.933
C 0.17061 -1.37013 -1.76853 2.341 1.649 -0.933
O 1.11388 -0.43492 -2.42070 -0.246 -0.036 0.534
H -0.09399 -1.32288 3.60390 0.299 0.301 0.085
H -1.64744 -0.84296 0.44616 0.027 -0.263 0.349
H -0.59214 0.46537 0.02813 0.062 0.243 0.410
H 0.30774 -2.42946 0.05803 -0.568 0.071 0.088
H 1.35876 -1.14786 0.04484 0.260 0.511 -0.465
H -0.72985 -0.92536 -2.18218 -0.637 -0.901 0.419
H 0.49200 -2.33012 -2.15183 -0.839 -0.452 -0.245
H 1.97330 -0.50640 -1.99029 -0.087 -0.080 -0.030
H -0.38757 3.75235 -2.32993 -0.125 0.046 -0.108
H -0.93493 4.44384 -1.10336 -0.137 0.060 -0.159
O -1.11902 4.31253 -2.04265 0.272 -0.131 0.271
```
Positions in Å, forces in eV/Å.